{"formula": "C36H28AsAuOP2S4", "method": "wB97M-V/def2-TZVPD", "symbols": ["Au", "As", "S", "S", "S", "S", "P", "P", "O", "C", "C", "C", "C", "C", "C", "C", "C", "C", "C", "C", "C", "C", "C", "C", "C", "C", "C", "C", "C", "C", "C", "C", "C", "C", "C", "C", "C", "C", "C", "C", "C", "C", "C", "C", "C", "H", "H", "H", "H", "H", "H", "H", "H", "H", "H", "H", "H", "H", "H", "H", "H", "H", "H", "H", "H", "H", "H", "H", "H", "H", "H", "H", "H"], "positions_angstrom": [[1.085, -0.624, -0.781], [2.143, -3.125, -2.634], [3.481, -4.681, -2.131], [2.878, -1.056, -2.253], [2.243, -3.748, -4.635], [0.283, -2.944, -1.574], [-0.231, 1.120, -1.799], [0.661, -0.988, 1.557], [0.295, 2.069, 1.022], [0.421, 0.097, 4.095], [0.389, 0.395, 2.726], [-1.880, -1.726, 2.452], [0.374, 1.737, 2.363], [3.380, -3.125, 3.787], [-2.920, -2.619, 2.651], [-1.528, -4.411, 1.867], [-2.745, -3.966, 2.364], [2.191, -1.705, 2.244], [0.536, 2.738, 3.316], [-1.182, -0.515, -3.806], [-1.649, 3.530, 1.227], [-2.742, -0.109, -2.021], [-3.017, 3.898, -0.722], [0.474, 3.380, -5.154], [-1.517, 0.151, -2.629], [1.800, 3.753, -4.968], [-3.305, -1.639, -3.789], [-0.155, 2.571, -4.224], [-0.856, 2.642, 0.506], [-2.727, 4.145, 0.615], [4.590, -2.667, 3.283], [-0.489, -3.520, 1.658], [4.600, -1.733, 2.259], [0.486, 1.085, 5.055], [-2.077, -1.396, -4.388], [2.496, 3.304, -3.857], [-2.233, 3.000, -1.418], [1.870, 2.484, -2.931], [-1.157, 2.341, -0.817], [0.581, 2.415, 4.659], [2.187, -2.646, 3.272], [-0.654, -2.171, 1.963], [0.538, 2.122, -3.101], [-3.632, -0.999, -2.602], [3.408, -1.259, 1.737], [1.253, -3.024, 3.668], [-1.387, -5.456, 1.624], [5.523, -3.047, 3.678], [-1.183, 2.275, -4.390], [-1.799, -1.912, -5.297], [3.431, -0.554, 0.914], [0.442, -3.881, 1.241], [-1.436, 3.746, 2.260], [-3.868, -2.262, 3.032], [2.294, 4.381, -5.697], [-3.335, 4.834, 1.186], [0.420, -0.939, 4.410], [0.700, 3.198, 5.395], [0.659, 3.761, 2.991], [-4.582, -1.196, -2.121], [-3.556, -4.665, 2.519], [-0.068, 3.716, -6.028], [-3.998, -2.337, -4.238], [-0.209, -0.369, -4.261], [-2.032, -0.679, 2.686], [-3.010, 0.378, -1.091], [5.539, -1.384, 1.849], [2.425, 2.111, -2.079], [3.533, 3.577, -3.718], [0.509, 0.819, 6.103], [-3.849, 4.387, -1.210], [3.365, -3.865, 4.577], [-2.478, 2.781, -2.449]], "spin_multiplicity": 3, "homo_energy_ev": [-7.4097, -7.6373], "energy_ev": -166284.4512, "orbital_gap_ev": [7.51, 5.69], "s2": 2.015}